Entry 1:
ORCA calculation (wB97M-V/def2-TZVPD) on a structure of composition C17H29BrCl27InOP.

```
! wB97M-V def2-TZVPD RIJCOSX def2/J DEFGRID3
* xyz -1 1
C 3.545 1.441 -0.087
C 3.780 -0.049 0.121
C 2.598 -0.813 0.724
C 1.313 -0.713 -0.117
In -0.013 0.901 0.460
O 0.953 2.163 1.757
Br -0.406 2.411 -1.678
P -2.119 0.195 1.676
C -3.390 -0.476 0.470
C -3.121 -0.431 -1.039
C -2.944 1.807 2.104
C -3.182 2.785 0.953
H 2.690 1.635 -0.739
H 3.329 1.952 0.854
H 4.428 1.902 -0.539
H 4.036 -0.515 -0.839
H 4.652 -0.198 0.775
H 2.908 -1.863 0.823
H 2.429 -0.451 1.746
H 1.581 -0.594 -1.173
H 0.750 -1.646 -0.038
H 0.389 2.914 1.963
H -4.305 0.082 0.693
H -3.592 -1.507 0.778
H -2.444 0.385 -1.302
H -4.043 -0.284 -1.611
H -2.668 -1.356 -1.403
H -2.299 2.267 2.862
H -3.884 1.559 2.611
H -3.415 2.268 0.019
H -2.283 3.373 0.757
H -4.004 3.479 1.163
C -1.650 -4.913 -0.230
Cl -2.278 -4.717 -1.868
Cl -0.178 -5.888 -0.220
Cl -1.349 -3.363 0.538
H -2.397 -5.437 0.351
C -6.679 3.530 -0.932
Cl -6.837 4.685 0.399
Cl -5.405 4.025 -2.043
Cl -6.396 1.903 -0.325
H -7.618 3.532 -1.471
C -4.640 1.460 -4.809
Cl -4.309 1.572 -6.547
Cl -5.459 -0.066 -4.435
Cl -3.191 1.667 -3.859
H -5.325 2.262 -4.570
C -5.688 5.713 -5.949
Cl -5.221 5.830 -7.645
Cl -6.641 4.254 -5.654
Cl -4.281 5.746 -4.895
H -6.317 6.563 -5.717
C 7.732 0.739 0.251
Cl 7.048 2.343 0.446
Cl 7.313 0.062 -1.320
Cl 9.492 0.764 0.472
H 7.317 0.097 1.018
C 7.093 5.722 -2.827
Cl 5.376 6.103 -2.866
Cl 7.356 3.990 -2.691
Cl 7.922 6.383 -4.246
H 7.524 6.196 -1.955
C 2.259 -5.538 3.576
Cl 0.965 -4.568 2.906
Cl 2.171 -5.614 5.341
Cl 2.266 -7.165 2.886
H 3.202 -5.073 3.318
C -3.050 -2.142 5.370
Cl -1.587 -2.695 4.574
Cl -4.207 -1.485 4.226
Cl -3.782 -3.458 6.321
H -2.786 -1.359 6.068
C 6.297 -8.874 3.283
Cl 5.745 -7.433 4.130
Cl 5.325 -10.278 3.730
Cl 6.282 -8.628 1.538
H 7.318 -9.070 3.584
*
```

Summary:
* electronic energy: -442760.4301 eV
* orbital gap: 6.0 eV
* HOMO level: -4.30 eV

---

Entry 2:
ORCA calculation (wB97M-V/def2-TZVPD) on a structure of composition C11H22CuN6.

```
! wB97M-V def2-TZVPD RIJCOSX def2/J DEFGRID3
* xyz 2 2
Cu 0.444 -0.438 -0.898
C 1.353 -0.262 1.907
C 1.122 -1.761 1.685
N 0.239 -2.022 0.528
C -1.197 -2.146 0.863
C -1.963 -0.880 0.537
C -3.199 -0.629 1.121
C -3.830 0.581 0.820
C -3.219 1.481 -0.066
C -1.960 1.155 -0.595
C -1.150 2.054 -1.466
N 0.299 1.756 -1.502
C 1.136 2.550 -0.576
C 1.294 1.890 0.787
N 1.655 0.473 0.688
N -1.392 -0.026 -0.323
H 0.500 0.224 2.382
H 2.193 -0.160 2.638
H 2.110 -2.226 1.488
H 0.731 -2.177 2.623
H 0.582 -2.874 0.083
H -1.659 -2.992 0.301
H -1.286 -2.342 1.949
H -3.627 -1.332 1.864
H -4.832 0.789 1.253
H -3.721 2.406 -0.376
H -1.581 1.930 -2.476
H -1.352 3.103 -1.191
H 0.642 1.937 -2.454
H 2.117 2.671 -1.023
H 0.771 3.556 -0.427
H 2.073 2.449 1.349
H 0.396 1.966 1.402
H 2.656 0.395 0.469
N 2.372 -2.481 -1.743
N 1.878 -1.198 -2.188
H 3.388 -2.531 -1.857
H 1.933 -3.168 -2.335
H 1.483 -1.245 -3.130
H 2.601 -0.475 -2.112
*
```

Summary:
* electronic energy: -65329.9567 eV
* orbital gap (spin up / spin down): 10.0 / 8.1 eV
* ⟨S²⟩: 0.753
* HOMO level (spin up / spin down): -16.03 / -16.03 eV

---

Entry 3:
ORCA calculation (wB97M-V/def2-TZVPD) on an isolated molecule of H8N2Si2.

```
! wB97M-V def2-TZVPD RIJCOSX def2/J DEFGRID3
* xyz 0 1
N -2.156 0.873 -0.652
N -0.763 0.432 -0.672
Si -0.046 -0.087 0.873
Si 2.125 -0.690 0.404
H -2.757 0.447 -1.368
H -2.239 1.824 -1.005
H -0.760 -0.110 -1.533
H -0.417 0.977 1.778
H -0.580 -1.301 1.483
H 2.755 0.276 1.335
H 2.091 -2.234 0.263
H 2.748 -0.406 -0.905
*
```

Summary:
* electronic energy: -18862.7282 eV
* orbital gap: 9.4 eV
* SMILES string: NN[SiH2][SiH3]
* HOMO level: -8.81 eV

---

Entry 4:
ORCA calculation (wB97M-V/def2-TZVPD) on a cluster of 2 separate species, C4H8N2O in total.

```
! wB97M-V def2-TZVPD RIJCOSX def2/J DEFGRID3
* xyz 0 1
C 0.948 0.223 1.150
C -0.580 -0.430 -1.301
C -0.118 -1.909 -1.260
N -1.278 -1.319 -0.685
C 0.557 1.295 0.146
O 1.308 1.682 -0.720
N -0.727 1.834 0.373
H 0.099 -0.381 1.482
H 1.724 -0.421 0.729
H 1.366 0.732 2.023
H -0.228 -2.467 -2.184
H 0.688 -2.216 -0.594
H -2.034 -1.408 -0.020
H -0.745 2.334 1.254
H -0.980 2.451 -0.391
*
```

Summary:
* electronic energy: -9301.8525 eV
* orbital gap: 9.9 eV
* HOMO level: -9.01 eV

---

Entry 5:
ORCA calculation (wB97M-V/def2-TZVPD) on a cluster of 2 separate species, C5H11NOS in total.

```
! wB97M-V def2-TZVPD RIJCOSX def2/J DEFGRID3
* xyz 0 1
C 0.672 0.184 1.368
C 1.807 -0.222 0.609
S 1.673 -0.624 -1.093
C -0.746 0.083 0.986
N -1.232 0.882 -0.087
C -1.753 0.028 -1.138
C -0.228 1.860 -0.430
O -1.511 -0.664 1.541
H 0.787 -0.075 2.422
H -0.377 -2.815 0.492
H 2.647 0.476 0.689
H 2.240 -1.121 1.090
H -0.521 -3.406 0.067
H -1.046 -0.330 -1.872
H -2.548 0.541 -1.685
H -2.265 -0.817 -0.678
H -0.473 2.325 -1.377
H -0.298 2.705 0.263
H 0.817 1.529 -0.469
*
```

Summary:
* electronic energy: -19731.0554 eV
* orbital gap: 5.7 eV
* HOMO level: -8.40 eV

---

Entry 6:
ORCA calculation (wB97M-V/def2-TZVPD) on a structure of composition C6H19BMnO3.

```
! wB97M-V def2-TZVPD RIJCOSX def2/J DEFGRID3
* xyz -2 6
Mn 3.155 -27.495 -6.125
C 0.461 -29.471 -3.637
C 1.222 -28.538 -4.456
O 2.197 -29.177 -5.243
H -0.172 -28.912 -2.947
H 1.077 -30.011 -2.917
H -0.212 -30.102 -4.216
H 1.661 -27.759 -3.832
H 0.576 -27.970 -5.126
C 1.561 -25.254 -9.228
C 1.133 -25.655 -7.765
O 2.278 -25.696 -6.962
H 0.682 -25.509 -9.819
H 2.335 -25.870 -9.685
H 1.832 -24.202 -9.317
H 0.542 -26.571 -7.786
H 0.549 -24.805 -7.412
C 5.199 -27.541 -3.116
C 4.713 -26.192 -3.502
O 4.227 -26.095 -4.815
H 6.059 -27.844 -3.714
H 4.432 -28.266 -3.388
H 5.416 -27.517 -2.048
H 5.611 -25.576 -3.462
H 4.006 -25.802 -2.770
B 4.386 -29.064 -7.482
H 4.744 -28.412 -6.701
H 3.506 -28.561 -7.853
H 5.132 -29.201 -8.249
H 4.222 -30.031 -7.031
*
```

Summary:
* electronic energy: -44665.8710 eV
* orbital gap (spin up / spin down): 6.4 / 6.8 eV
* ⟨S²⟩: 8.754
* HOMO level (spin up / spin down): -0.43 / -0.84 eV

---

Entry 7:
ORCA calculation (wB97M-V/def2-TZVPD) on an isolated molecule of C4H4FNS.

```
! wB97M-V def2-TZVPD RIJCOSX def2/J DEFGRID3
* xyz 0 1
C -0.754 -1.228 1.149
C 1.062 -0.524 -1.201
C -0.956 0.025 1.410
C 0.170 0.444 -1.475
N -0.799 1.226 1.055
F 0.275 0.982 -2.727
S 0.940 -1.414 0.316
H -1.111 -2.085 1.452
H 2.085 -0.807 -1.497
H -0.377 1.958 1.666
H -0.535 1.422 -0.148
*
```

Summary:
* electronic energy: -19249.1890 eV
* orbital gap: 6.5 eV
* HOMO level: -7.72 eV

---

Entry 8:
ORCA calculation (wB97M-V/def2-TZVPD) on a structure of composition C53H54Cl2HgIN3O2P2Te.

```
! wB97M-V def2-TZVPD RIJCOSX def2/J DEFGRID3
* xyz -2 1
Hg 16.693 13.613 11.584
C 13.851 16.343 9.580
C 14.702 16.349 10.869
P 16.443 15.923 10.601
C 17.197 16.510 9.081
C 18.053 17.576 8.977
C 18.613 17.977 7.773
C 18.291 17.271 6.589
C 17.523 16.101 6.746
C 16.969 15.753 7.945
C 17.387 16.914 11.841
C 18.640 16.518 12.235
C 19.577 17.464 12.678
C 19.213 18.796 12.846
C 17.894 19.132 12.649
C 16.952 18.182 12.189
C 12.468 15.717 9.660
P 12.573 13.791 9.743
C 11.667 13.354 8.226
C 12.270 12.464 7.385
C 11.485 11.779 6.435
C 10.180 12.201 6.204
C 9.576 13.098 7.039
C 10.294 13.744 8.057
C 11.317 13.118 10.814
C 10.914 11.769 10.569
C 10.009 11.172 11.458
C 9.475 11.857 12.530
C 9.878 13.174 12.758
C 10.758 13.816 11.900
H 14.444 15.789 8.817
H 13.805 17.319 9.118
H 14.383 15.656 11.619
H 14.684 17.307 11.388
H 18.210 18.204 9.849
H 19.385 18.747 7.778
H 18.366 17.658 5.588
H 17.337 15.468 5.897
H 16.223 14.920 7.971
H 18.939 15.477 12.112
H 20.615 17.164 12.766
H 19.962 19.528 13.200
H 17.528 20.165 12.750
H 15.904 18.446 12.240
H 11.803 15.961 8.829
H 11.896 16.054 10.563
H 13.328 12.263 7.460
H 11.887 10.916 5.927
H 9.631 11.795 5.337
H 8.559 13.442 6.794
H 9.822 14.499 8.699
H 11.332 11.215 9.700
H 9.593 10.206 11.147
H 8.835 11.320 13.218
H 9.505 13.767 13.619
H 10.938 14.902 11.951
I 15.454 12.736 14.119
O 13.671 7.025 8.402
N 13.616 8.202 8.801
Cl 13.356 8.433 12.579
C 12.297 7.390 11.722
C 11.674 6.344 12.393
C 10.809 5.510 11.676
C 10.559 5.697 10.330
C 11.217 6.659 9.606
Cl 10.974 6.601 7.910
C 12.117 7.505 10.333
N 12.757 8.558 9.694
H 11.757 6.242 13.486
H 10.250 4.780 12.241
H 9.817 5.058 9.803
C 19.448 10.228 11.725
C 18.732 11.467 11.209
O 17.543 11.650 11.677
N 19.378 12.470 10.655
Te 20.985 12.119 9.475
C 22.034 10.832 7.796
C 23.118 11.400 7.100
C 23.265 12.901 6.828
C 23.886 10.504 6.332
C 23.626 9.113 6.351
C 24.454 8.155 5.542
C 22.498 8.647 7.006
C 21.651 9.476 7.703
C 20.249 8.910 7.903
C 22.584 12.697 10.826
C 22.626 13.998 11.317
C 21.913 15.119 10.568
C 23.347 14.278 12.518
C 24.094 13.335 13.228
C 24.886 13.670 14.465
C 24.193 12.098 12.585
C 23.461 11.789 11.417
C 23.637 10.349 10.858
H 19.093 9.933 12.726
H 20.480 10.529 11.895
H 19.495 9.401 11.019
H 22.332 13.459 6.599
H 23.924 12.992 5.975
H 23.772 13.435 7.679
H 24.740 10.930 5.725
H 23.880 7.273 5.275
H 25.311 7.750 6.125
H 24.846 8.647 4.596
H 22.368 7.579 7.052
H 20.209 7.898 7.487
H 19.451 9.469 7.386
H 19.981 8.789 8.964
H 20.810 15.047 10.479
H 22.340 15.118 9.488
H 22.189 16.098 11.003
H 23.272 15.297 12.900
H 25.412 14.630 14.310
H 25.605 12.893 14.750
H 24.270 13.844 15.373
H 24.696 11.314 13.058
H 24.258 9.817 11.568
H 24.064 10.367 9.867
H 22.593 9.992 10.824
*
```

Summary:
* electronic energy: -127587.3052 eV
* orbital gap (spin up / spin down): 3.4 / 3.4 eV
* HOMO level (spin up / spin down): -0.28 / -0.28 eV